[1]
{"formula": "C54H67ClIO9PS", "method": "ωB97M-V with the def2-TZVPD basis set", "energy_ev": -116246.0835, "mol_weight_g_mol": 1085.52, "homo_energy_ev": -8.825, "homo_lumo_gap_ev": 8.026, "smiles": "CCO[C@@]1(OC[C@H](C)C(C)C)[C@@H](CCOC(C)=O)[C@H](CC=O)OS(=O)(=O)[C@]1(Cl)P(O)I.c1ccccc1.c1ccccc1.c1ccccc1.c1ccccc1.c1ccccc1.c1ccccc1", "species": ["C", "C", "O", "C", "O", "C", "C", "C", "C", "C", "C", "C", "C", "C", "O", "C", "C", "O", "C", "C", "C", "O", "O", "S", "O", "O", "C", "Cl", "P", "O", "I", "H", "H", "H", "H", "H", "H", "H", "H", "H", "H", "H", "H", "H", "H", "H", "H", "H", "H", "H", "H", "H", "H", "H", "H", "H", "H", "H", "H", "H", "H", "H", "C", "C", "C", "C", "C", "C", "H", "H", "H", "H", "H", "H", "C", "C", "C", "C", "C", "C", "H", "H", "H", "H", "H", "H", "C", "C", "C", "C", "C", "C", "H", "H", "H", "H", "H", "H", "C", "C", "C", "C", "C", "C", "H", "H", "H", "H", "H", "H", "C", "C", "C", "C", "C", "C", "H", "H", "H", "H", "H", "H", "C", "C", "C", "C", "C", "C", "H", "H", "H", "H", "H", "H"], "coordinates": [[6.716, 2.486, -0.532], [5.168, 1.916, -0.828], [5.254, 0.497, -0.921], [4.084, -0.296, -1.134], [4.551, -1.715, -0.931], [5.902, -1.825, -0.437], [6.139, -3.471, -0.193], [6.055, -3.784, 1.413], [7.560, -4.011, -0.807], [7.361, -5.411, -1.702], [8.699, -4.327, 0.376], [2.822, -0.162, -0.100], [1.934, 1.193, -0.145], [0.563, 1.182, -1.049], [0.183, 2.554, -1.518], [-0.897, 2.374, -2.506], [-0.711, 1.985, -4.088], [-2.162, 2.544, -2.063], [1.788, -1.443, -0.076], [2.233, -2.660, 0.987], [2.214, -2.172, 2.562], [1.218, -1.401, 3.082], [1.298, -1.913, -1.355], [2.296, -1.784, -2.682], [2.878, -3.226, -2.960], [1.363, -1.521, -3.932], [3.570, -0.422, -2.725], [2.963, 1.196, -3.436], [5.110, -0.816, -3.852], [5.710, -2.419, -3.626], [4.187, -0.797, -6.152], [6.717, 3.098, 0.488], [7.398, 1.533, -0.313], [7.138, 3.126, -1.424], [4.571, 2.199, 0.166], [4.803, 2.524, -1.756], [6.111, -1.372, 0.638], [6.768, -1.564, -1.217], [5.280, -4.038, -0.798], [6.820, -3.139, 2.060], [4.991, -3.565, 1.889], [6.233, -4.952, 1.545], [8.095, -3.260, -1.546], [8.205, -5.374, -2.544], [7.491, -6.341, -1.003], [6.337, -5.383, -2.285], [9.750, -4.384, -0.185], [8.464, -5.326, 0.938], [8.803, -3.395, 1.113], [3.330, -0.170, 0.984], [2.479, 2.186, -0.431], [1.556, 1.370, 0.977], [0.606, 0.515, -2.009], [-0.329, 0.793, -0.392], [0.280, 1.416, -4.348], [-1.599, 1.240, -4.354], [-0.788, 2.892, -4.830], [0.820, -1.038, 0.504], [1.338, -3.447, 0.898], [3.191, -3.236, 0.661], [3.039, -2.508, 3.322], [6.678, -2.436, -3.299], [1.289, 5.173, -0.264], [2.373, 5.319, -1.128], [3.220, 6.420, -1.006], [2.988, 7.371, -0.011], [1.906, 7.222, 0.856], [1.053, 6.126, 0.727], [0.627, 4.316, -0.362], [2.558, 4.575, -1.899], [4.061, 6.537, -1.684], [3.651, 8.226, 0.088], [1.726, 7.962, 1.632], [0.207, 6.014, 1.399], [-2.006, 2.578, 3.264], [-1.287, 2.749, 2.081], [-1.943, 3.147, 0.916], [-3.318, 3.383, 0.937], [-4.036, 3.215, 2.120], [-3.382, 2.808, 3.283], [-1.495, 2.265, 4.170], [-0.214, 2.572, 2.067], [-1.383, 3.274, -0.006], [-3.828, 3.697, 0.030], [-5.107, 3.400, 2.136], [-3.943, 2.672, 4.203], [-0.793, -7.518, -2.905], [-0.395, -6.685, -1.860], [0.494, -5.638, -2.101], [0.977, -5.417, -3.391], [0.577, -6.248, -4.437], [-0.305, -7.301, -4.194], [-1.483, -8.337, -2.716], [-0.777, -6.853, -0.856], [0.809, -4.993, -1.285], [1.666, -4.598, -3.580], [0.953, -6.075, -5.442], [-0.612, -7.952, -5.008], [-3.335, -4.163, 2.276], [-3.767, -4.756, 3.461], [-3.038, -4.580, 4.637], [-1.880, -3.801, 4.629], [-1.450, -3.205, 3.444], [-2.174, -3.389, 2.266], [-3.901, -4.303, 1.359], [-4.673, -5.357, 3.469], [-3.372, -5.048, 5.559], [-1.315, -3.660, 5.546], [-0.549, -2.597, 3.438], [-1.835, -2.929, 1.342], [-7.672, 3.340, -0.598], [-8.761, 4.191, -0.407], [-8.794, 5.434, -1.039], [-7.743, 5.822, -1.870], [-6.656, 4.970, -2.063], [-6.618, 3.731, -1.424], [-7.645, 2.373, -0.102], [-9.584, 3.885, 0.234], [-9.640, 6.099, -0.885], [-7.771, 6.789, -2.366], [-5.837, 5.272, -2.711], [-5.769, 3.069, -1.570], [-10.105, 1.184, 4.426], [-11.193, 2.034, 4.616], [-11.226, 3.277, 3.985], [-10.175, 3.666, 3.154], [-9.088, 2.813, 2.961], [-9.050, 1.574, 3.600], [-10.077, 0.216, 4.921], [-12.016, 1.729, 5.258], [-12.072, 3.943, 4.138], [-10.203, 4.632, 2.658], [-8.269, 3.115, 2.313], [-8.201, 0.913, 3.454]]}

***

[2]
{"formula": "C41H64ClN4O4SSiTi", "method": "ωB97M-V with the def2-TZVPD basis set", "energy_ev": -112054.1239, "relative_energy_ev": 1.1940, "mol_weight_g_mol": 820.46, "homo_energy_ev": -10.382, "homo_lumo_gap_ev": 6.704, "total_charge": 1, "species": ["Ti", "C", "C", "C", "C", "C", "C", "C", "C", "C", "C", "C", "C", "C", "C", "C", "C", "C", "H", "H", "H", "H", "H", "H", "H", "H", "H", "H", "H", "H", "H", "H", "H", "H", "H", "H", "H", "H", "H", "H", "H", "H", "H", "H", "H", "H", "H", "O", "C", "O", "C", "C", "Cl", "N", "N", "C", "C", "O", "O", "C", "C", "C", "C", "C", "C", "H", "H", "H", "H", "H", "H", "C", "Si", "C", "C", "C", "C", "C", "C", "C", "C", "H", "H", "H", "H", "H", "H", "H", "H", "H", "H", "H", "H", "H", "H", "H", "H", "H", "H", "H", "H", "H", "S", "C", "N", "C", "C", "C", "N", "H", "H", "H", "H", "H", "H", "H", "H"], "coordinates": [[-0.150, 0.031, 0.199], [-1.911, -0.105, 1.600], [-2.277, 0.846, 0.573], [-1.592, 2.092, 0.917], [-0.865, 1.830, 2.099], [-1.103, 0.531, 2.579], [-0.970, 0.174, 4.047], [-2.198, 0.840, 4.704], [-1.014, -1.326, 4.348], [0.305, 0.750, 4.676], [-1.693, 3.561, 0.484], [-2.960, 4.151, 1.136], [-1.740, 3.880, -1.017], [-0.495, 4.363, 1.040], [-3.593, 0.545, -0.163], [-3.780, -0.982, -0.300], [-3.751, 1.151, -1.562], [-4.752, 1.049, 0.718], [-2.470, -1.006, 1.807], [-0.284, 2.549, 2.646], [-3.118, 0.417, 4.308], [-2.204, 1.909, 4.511], [-2.179, 0.685, 5.779], [-1.753, -1.847, 3.746], [-1.272, -1.479, 5.394], [-0.039, -1.778, 4.192], [0.278, 1.835, 4.714], [1.195, 0.444, 4.126], [0.399, 0.387, 5.697], [-3.852, 3.866, 0.585], [-2.898, 5.238, 1.129], [-3.061, 3.817, 2.166], [-2.285, 3.146, -1.592], [-0.736, 3.955, -1.424], [-2.218, 4.848, -1.154], [-0.602, 4.554, 2.104], [-0.446, 5.328, 0.541], [0.449, 3.845, 0.873], [-2.851, -1.470, -0.606], [-4.538, -1.192, -1.050], [-4.131, -1.418, 0.633], [-2.866, 0.987, -2.174], [-3.970, 2.213, -1.509], [-4.593, 0.679, -2.065], [-4.673, 0.652, 1.727], [-5.697, 0.724, 0.288], [-4.767, 2.131, 0.785], [4.858, 0.127, 2.995], [4.408, -1.110, 3.048], [5.067, -2.019, 3.472], [3.006, -1.358, 2.568], [2.349, -2.584, 2.681], [3.022, -4.017, 3.262], [1.108, -2.457, 2.131], [0.960, -1.220, 1.616], [2.082, -0.543, 1.889], [2.207, 0.834, 1.329], [3.064, 1.619, 1.698], [1.351, 1.081, 0.405], [0.045, -3.392, 2.136], [-0.965, -3.288, 1.181], [-2.014, -4.189, 1.184], [-2.067, -5.198, 2.133], [-1.077, -5.284, 3.097], [-0.030, -4.379, 3.116], [4.248, 0.800, 2.609], [-0.915, -2.499, 0.433], [-2.789, -4.109, 0.436], [-2.880, -5.906, 2.126], [-1.114, -6.063, 3.846], [0.703, -4.440, 3.899], [1.386, -3.554, -0.917], [1.101, -1.749, -1.585], [0.031, -2.113, -3.248], [0.253, -1.105, -4.378], [0.316, -3.504, -3.818], [-1.451, -2.068, -2.870], [2.991, -1.256, -2.031], [3.883, -1.430, -0.799], [3.107, 0.204, -2.465], [3.571, -2.133, -3.145], [2.005, -4.092, -1.627], [0.470, -4.124, -0.809], [1.908, -3.584, 0.034], [1.266, -1.153, -4.765], [0.045, -0.092, -4.047], [-0.422, -1.330, -5.204], [1.367, -3.642, -4.048], [-0.243, -3.626, -4.744], [0.002, -4.288, -3.138], [-1.719, -1.079, -2.492], [-1.676, -2.822, -2.118], [-2.066, -2.279, -3.743], [3.585, -0.746, -0.007], [4.918, -1.204, -1.050], [3.852, -2.445, -0.413], [2.829, 0.858, -1.639], [2.467, 0.412, -3.318], [4.135, 0.436, -2.745], [3.551, -3.184, -2.877], [4.610, -1.859, -3.323], [3.034, -2.001, -4.079], [-0.351, 1.244, -2.018], [0.826, 2.390, -2.474], [0.917, 2.677, -3.772], [1.898, 3.598, -4.305], [2.137, 4.701, -3.279], [2.540, 4.057, -1.956], [1.570, 3.042, -1.590], [0.289, 2.197, -4.397], [1.525, 4.004, -5.244], [2.836, 3.068, -4.508], [1.219, 5.277, -3.148], [2.924, 5.369, -3.621], [2.575, 4.801, -1.155], [3.535, 3.605, -2.044], [1.551, 2.709, -0.628]]}